[1]
Here is C36H38BrN2OPtSSi as an isolated structure in a non-equilibrium geometry from the OMol25 dataset. Energies are from ωB97M-V with the def2-TZVPD basis set.

```
81
Properties=species:S:1:pos:R:3
Pt 0.43 0.71 -0.05
Br 3.04 3.49 4.53
S -2.19 2.27 0.45
Si 0.50 -2.03 -1.29
O -1.19 1.31 1.12
N 1.38 2.54 0.91
N 2.26 0.04 -0.87
C 0.05 -3.18 -3.83
C -3.43 1.22 -0.26
C -4.48 4.65 2.72
C 4.42 0.42 0.40
C 2.92 1.10 -1.68
C 2.47 3.59 2.74
C -3.75 4.13 1.66
C -0.96 -5.32 -4.27
C 1.78 2.53 2.18
C 0.18 -2.86 2.81
C -4.95 0.79 -2.05
C 2.29 4.73 0.66
C 2.74 4.71 1.97
C 5.17 0.22 -0.91
C 0.67 -2.77 0.44
C -1.03 -5.55 -2.91
C -4.52 3.98 3.93
C -4.72 -0.78 -0.24
C -0.41 -4.13 -4.74
C 1.61 3.63 0.17
C -3.83 2.79 4.10
C 1.53 -3.86 0.61
C -3.08 2.93 1.85
C -3.78 0.03 0.36
C 0.00 -2.28 1.56
C -0.56 -0.53 -1.35
C 2.13 -1.20 -1.73
C 1.72 -4.44 1.85
C -5.31 -0.40 -1.44
C 4.34 0.72 -2.11
C 1.05 -3.94 2.96
C -0.56 -4.61 -2.01
C -3.10 2.25 3.06
C -4.00 1.61 -1.46
C -0.01 -3.40 -2.45
C 3.08 -0.30 0.36
H 4.79 1.60 -2.55
H -3.29 -0.26 1.28
H -2.54 1.33 3.17
H -3.69 4.65 0.72
H 2.46 5.59 0.03
H 4.30 -0.04 -2.89
H 5.40 -0.85 -1.02
H -5.40 1.08 -2.99
H -0.67 -1.44 1.47
H 4.99 0.02 1.24
H -0.35 -3.94 -5.80
H 2.49 -0.07 1.25
H -1.61 -0.70 -1.10
H 3.02 -1.82 -1.62
H 6.14 0.73 -0.87
H -5.00 -1.72 0.23
H -5.01 5.59 2.59
H 3.24 -1.38 0.37
H -5.09 4.39 4.75
H 1.53 1.66 2.77
H 1.24 3.60 -0.85
H -6.04 -1.05 -1.91
H 2.39 -5.28 1.96
H -1.45 -6.48 -2.54
H 2.09 -0.88 -2.78
H 2.29 1.29 -2.54
H -3.86 2.28 5.05
H 1.19 -4.40 3.93
H -3.70 2.54 -1.94
H 2.95 2.00 -1.09
H 2.05 -4.27 -0.25
H 0.47 -2.25 -4.22
H -0.35 -2.48 3.67
H -0.50 -0.04 -2.32
H 4.28 1.49 0.61
H -0.63 -4.81 -0.95
H 3.29 5.55 2.39
H -1.32 -6.05 -4.97
```

- total charge = +1
- energy relative to the best compared isomer or geometry (same formula, charge and spin) (kcal/mol) = 7.35

These are the Mulliken partial charges, in e, on atoms 1 to 2:
1 Pt 0.78
2 Br -0.14


[2]
Here is a 7-piece molecular cluster, C36H38ClN8OP overall in a non-equilibrium geometry from the OMol25 dataset. Energies are from ωB97M-V with the def2-TZVPD basis set.

```
85
Properties=species:S:1:pos:R:3
Cl 5.92 -2.40 -0.50
P 5.76 -0.85 0.96
O 5.99 0.66 0.15
N 0.66 -6.22 -1.46
N -0.08 -0.64 5.30
N 0.31 -2.45 -6.15
N 4.04 -1.16 4.31
N -1.92 3.92 3.73
N -3.88 6.62 -0.74
N -2.86 1.77 -2.76
N 0.40 -0.50 0.71
C -0.32 -2.65 -7.32
C -2.20 -0.37 -4.44
C -1.28 2.05 2.36
C 0.89 -3.57 -0.62
C -0.30 -0.71 7.69
C -4.37 5.73 -1.62
C -3.20 0.52 -4.80
C -1.53 -0.19 -3.24
C 3.05 0.38 1.09
C 3.10 1.64 2.09
C 1.53 -0.11 0.82
C 3.77 2.91 1.30
C 3.79 -1.23 3.12
C -3.43 6.13 0.42
C -1.05 3.29 2.93
C 1.87 -0.85 6.70
C 1.85 -5.60 -1.40
C -4.43 4.37 -1.39
C 3.93 -0.89 1.54
C -0.83 -0.62 6.41
C -0.35 -4.18 -0.67
C -0.04 -3.69 -8.18
C -1.90 0.89 -2.44
C -2.49 1.42 2.62
C 1.25 -0.75 5.46
C -3.95 3.89 -0.18
C -3.09 3.30 3.96
C 1.27 -3.33 -5.82
C 2.02 -4.29 -0.99
C -3.44 4.78 0.75
C 0.96 -4.59 -7.82
C 1.63 -4.40 -6.62
C -3.49 1.57 -3.93
C 1.07 -0.82 7.83
C -0.42 -5.50 -1.09
C -3.42 2.06 3.44
H 3.32 3.08 0.26
H -1.40 1.07 -1.49
H 1.83 -0.77 4.55
H -0.95 -0.69 8.56
H -1.25 -3.65 -0.39
H 2.95 -0.94 6.77
H 1.76 -3.15 -4.87
H -1.95 -1.20 -5.09
H 4.91 2.73 1.29
H -4.26 2.29 -4.17
H -4.73 6.16 -2.55
H -4.84 3.70 -2.14
H 2.01 1.95 2.33
H 3.73 1.49 3.03
H -1.36 -6.02 -1.15
H -0.58 -3.80 -9.11
H -3.78 3.83 4.61
H -1.09 -1.92 -7.56
H -1.90 -0.54 6.25
H 2.42 -5.08 -6.30
H 1.52 -0.89 8.82
H 3.42 0.76 0.05
H 0.99 -2.54 -0.29
H -3.05 4.43 1.70
H -3.04 6.86 1.12
H 3.63 3.84 1.98
H 3.01 -3.85 -0.96
H -0.75 -0.87 -2.92
H 1.22 -5.42 -8.47
H -3.74 0.41 -5.73
H -3.98 2.82 0.03
H 6.71 1.14 0.64
H -0.54 1.58 1.72
H -4.37 1.60 3.67
H -2.71 0.45 2.19
H -0.11 3.81 2.76
H 3.47 -1.82 1.01
H 2.70 -6.21 -1.70
```

- total charge = 0
- structure (SMILES) = CC[C@H](C#N)[C@H](C#N)P(O)Cl.c1ccncc1.c1ccncc1.c1ccncc1.c1ccncc1.c1ccncc1.c1ccncc1

These are the Mulliken partial charges, in e, on atoms 1 to 2:
1 Cl -0.22
2 P 0.28


[3]
Here is C36H38GaN6OS2 as an isolated structure in a non-equilibrium geometry from the OMol25 dataset. Energies are from ωB97M-V with the def2-TZVPD basis set.

```
84
Properties=species:S:1:pos:R:3
Ga -0.27 -0.23 0.07
S 5.59 4.43 -0.21
S 1.99 -2.82 0.26
O 1.08 -1.55 0.13
N -1.84 -1.66 0.19
N 0.82 1.01 1.35
N -1.96 0.95 -0.21
N 0.90 0.75 -1.35
N 4.78 3.67 -1.37
N 4.69 3.94 1.02
C 1.76 1.70 0.67
C -3.08 0.34 -0.08
C -1.82 -5.21 -0.82
C 1.81 1.55 -0.77
C -1.84 2.36 -0.26
C 2.84 1.99 -2.91
C 2.63 2.62 2.74
C 0.94 0.56 -2.66
C 4.19 -1.56 -0.57
C -1.12 -5.04 1.47
C 0.78 1.10 2.68
C -2.30 -3.21 -2.24
C 1.66 1.91 3.41
C 3.72 3.15 0.57
C -4.40 1.00 -0.10
C -1.70 4.47 0.87
C 3.18 -2.57 -1.09
C -1.89 3.10 0.94
C -1.78 2.28 -2.80
C 3.77 2.99 -0.84
C 4.53 -2.03 0.83
C 3.20 -2.29 1.53
C -3.01 -1.14 0.03
C -0.96 -2.82 2.62
C -1.93 -3.83 -0.92
C 1.89 1.16 -3.48
C -1.50 4.38 -1.52
C -1.65 -3.05 0.21
C -4.27 -1.92 0.04
C -1.45 -5.81 0.37
C 2.71 2.50 1.34
C -1.67 3.00 -1.50
C 2.82 2.19 -1.53
C -1.21 -3.65 1.41
C -2.15 2.46 2.27
C -1.50 5.11 -0.35
H -5.02 0.58 -0.89
H -1.48 2.87 3.02
H 2.79 -1.38 1.97
H 2.64 -2.28 -1.99
H 5.13 -1.30 1.38
H 1.88 0.99 -4.55
H -1.91 -2.56 3.09
H 3.35 3.25 3.25
H 3.62 2.48 -3.49
H 3.66 -3.54 -1.25
H -3.17 2.69 2.59
H 5.07 -1.53 -1.21
H -4.94 0.84 0.84
H -1.76 5.05 1.78
H -4.30 2.07 -0.25
H -4.78 -1.85 -0.93
H 3.73 -0.56 -0.55
H -2.05 1.37 2.25
H -2.72 2.56 -3.29
H 0.04 0.49 3.18
H -0.37 -3.37 3.34
H -0.97 2.57 -3.47
H 0.20 -0.11 -3.07
H -3.38 -3.25 -2.39
H 3.26 -3.06 2.30
H -1.78 1.19 -2.67
H -1.42 -6.89 0.44
H -4.08 -2.97 0.26
H 1.57 1.96 4.48
H -0.83 -5.51 2.39
H -1.41 4.86 -2.47
H -4.96 -1.51 0.77
H -0.45 -1.88 2.34
H 5.11 -2.95 0.78
H -2.05 -5.82 -1.68
H -1.96 -2.18 -2.31
H -1.39 6.19 -0.38
H -1.85 -3.79 -3.05
```

- total charge = +3
- energy relative to the best compared isomer or geometry (same formula, charge and spin) (kcal/mol) = 8.30

These are the Mulliken partial charges, in e, on atoms 1 to 2:
1 Ga 0.77
2 S 0.27


LUMO level (computed, eV): -2.39, -0.73, -9.61
Frontier orbital gap (computed, eV): 8.368, 8.347, 6.840